Density functional theory data (ωB97M-V with the def2-TZVPD basis set) for 11 unconnected molecules or ions with the total composition C4H33N2O10.

Each atom is followed by the atoms it is bonded to, with distances in Å.
Geometry (Å):
1 N -0.6176 0.1657 -1.5219  C2 1.524, H7 1.033, H8 1.023, H9 1.032
2 C -0.1898 -1.1710 -0.9278  N1 1.524, C3 1.538, H10 1.073, H11 1.088
3 C 0.8716 -0.8510 0.1379  C2 1.538, N4 1.456, H12 1.087, H13 1.088
4 N 0.3319 -0.0003 1.1898  C3 1.456, C5 1.491, H14 1.004
5 C -0.2308 -0.8414 2.2843  N4 1.491, C6 1.525, H15 1.097, H16 1.083
6 C -1.5766 -0.2407 2.6757  C5 1.525, H17 1.094, H18 1.096, H19 1.070
7 H 0.2604 0.5356 -1.9209  N1 1.033
8 H -1.0106 0.8035 -0.8253  N1 1.023
9 H -1.2035 -0.0001 -2.3546  N1 1.032
10 H -1.1065 -1.6207 -0.5979  C2 1.073
11 H 0.1849 -1.7705 -1.7550  C2 1.088
12 H 1.7530 -0.4679 -0.3705  C3 1.087
13 H 1.1832 -1.8357 0.4789  C3 1.088
14 H 0.9346 0.7062 1.5713  N4 1.004
15 H 0.4348 -0.7931 3.1547  C5 1.097
16 H -0.3117 -1.8749 1.9698  C5 1.083
17 H -2.3575 -0.3575 1.9189  C6 1.094
18 H -1.9695 -0.9252 3.4361  C6 1.096
19 H -1.4334 0.7929 2.9131  C6 1.070
20 H -1.2112 -0.1999 -4.3008  O22 0.962
21 H -2.2296 -1.2795 -3.7689  O22 0.963
22 O -1.3002 -1.0822 -3.9280  H20 0.962, H21 0.963
23 H -3.7184 -1.2931 -1.6932  O25 0.973
24 H -3.7488 -2.6012 -1.1963  O25 0.971
25 O -3.1184 -2.0584 -1.6966  H23 0.973, H24 0.971
26 H -0.4278 -4.4757 -0.6892  O28 0.966
27 H -1.8425 -3.8343 -0.6791  O28 0.959
28 O -0.9055 -3.6364 -0.7246  H26 0.966, H27 0.959
29 H 1.0593 4.4316 1.8147  O31 0.961
30 H 1.1757 2.8400 2.0388  O31 0.962
31 O 1.3180 3.5834 1.4449  H29 0.961, H30 0.962
32 H 3.0808 0.4190 1.5757  O34 0.968
33 H 3.6909 0.4992 2.9960  O34 0.956
34 O 2.8892 0.2942 2.5168  H32 0.968, H33 0.956
35 H 2.4416 -4.3512 0.3059  O37 0.956
36 H 0.9521 -3.6870 0.4910  O37 0.956
37 O 1.5408 -4.2571 -0.0009  H35 0.956, H36 0.956
38 H 4.3358 1.9558 0.0524  O40 0.963
39 H 3.4287 2.7785 0.9773  O40 0.956
40 O 3.4336 2.0334 0.3790  H38 0.963, H39 0.956
41 H 1.3455 2.8375 -1.7535  O43 0.960
42 H 1.9618 1.6440 -0.9873  O43 0.966
43 O 1.4921 1.8892 -1.7952  H41 0.960, H42 0.966
44 H -0.8807 4.2882 -0.7096  O46 0.961
45 H -0.0597 3.2786 0.0314  O46 0.978
46 O -0.4936 3.4174 -0.8341  H44 0.961, H45 0.978
47 H -3.4665 2.0490 -0.0997  O49 0.953
48 H -1.9934 2.4689 -0.6247  O49 0.975
49 O -2.6964 1.7939 -0.5988  H47 0.953, H48 0.975

Values from the calculation:
Total charge = +1
Multiplicity = 1
LUMO = -2.55 eV

=====

Density functional theory data (ωB97M-V with the def2-TZVPD basis set) for 14 unconnected molecules or ions with the total composition C4H33NO15.

Each atom is followed by the atoms it is bonded to, with distances in Å.
Geometry (Å):
1 O -0.6990 2.3226 -2.8313  C2 1.209
2 C 0.3491 2.3014 -2.2294  O1 1.209, C3 1.473, H8 1.119
3 C 1.0029 1.1294 -1.6210  C2 1.473, C4 1.488, H9 1.012, H10 1.164
4 C 0.1902 0.3631 -0.6386  C3 1.488, C5 1.554, H11 1.135, H12 1.075
5 C 0.6556 -1.1081 -0.4521  C4 1.554, N6 1.356, O7 1.268
6 N 0.1564 -2.0785 -1.2576  C5 1.356, H13 0.918, H14 0.993
7 O 1.2272 -1.4493 0.6276  C5 1.268
8 H 0.9981 3.2000 -2.0732  C2 1.119
9 H 1.4547 0.4426 -2.2115  C3 1.012
10 H 1.9393 1.4357 -1.0021  C3 1.164
11 H 0.2947 1.0025 0.2932  C4 1.135
12 H -0.8715 0.3345 -0.8054  C4 1.075
13 H -0.3454 -1.9539 -2.0162  N6 0.918
14 H 0.5273 -2.9842 -1.0919  N6 0.993
15 H 2.9288 0.4883 2.6898  O17 1.009
16 H 2.1166 -0.2835 1.6172  O17 1.083
17 O 3.0715 0.2144 1.7287  H15 1.009, H16 1.083
18 H -4.6696 -1.2734 -0.1960  O20 0.992
19 H -4.4220 -2.5130 0.7172  O20 0.934
20 O -4.0158 -1.9673 0.0776  H18 0.992, H19 0.934
21 H 1.3566 -4.3209 1.8031  O23 0.958
22 H 2.2738 -3.2999 1.1518  O23 0.956
23 O 1.7287 -4.0615 0.9591  H21 0.958, H22 0.956
24 H 3.1120 -2.3252 -3.0669  O26 0.925
25 H 3.9973 -1.4769 -2.2688  O26 0.902
26 O 3.8191 -1.7310 -3.1152  H24 0.925, H25 0.902
27 H 2.0609 2.5976 0.9706  O29 0.838
28 H 3.1906 1.8988 0.4343  O29 0.955
29 O 2.7680 2.7479 0.5477  H27 0.838, H28 0.955
30 H -0.6022 3.0373 1.3800  O32 1.063
31 H -0.2166 4.1456 0.6292  O32 0.930
32 O 0.0632 3.2602 0.5819  H30 1.063, H31 0.930
33 H 5.1776 -0.9625 0.3303  O35 0.941
34 H 3.6987 -0.6346 0.2710  O35 0.999
35 O 4.4549 -0.9987 -0.2706  H33 0.941, H34 0.999
36 H -3.6324 0.2928 0.5070  O38 0.920
37 H -2.9707 1.1506 1.3919  O38 0.925
38 O -3.0745 1.0238 0.4818  H36 0.920, H37 0.925
39 H -1.2925 0.3946 4.1101  O41 0.977
40 H -1.1892 -0.8938 4.6592  O41 0.919
41 O -0.9563 -0.0425 4.9164  H39 0.977, H40 0.919
42 H -1.2094 0.5930 -3.6564  O44 1.032
43 H -2.5426 0.2345 -3.0033  O44 0.980
44 O -1.7424 -0.2279 -3.3283  H42 1.032, H43 0.980
45 H 0.2698 -0.9970 2.0959  O47 0.991
46 H -1.0342 -1.8077 2.5279  O47 1.003
47 O -0.6749 -0.8838 2.3728  H45 0.991, H46 1.003
48 H -3.0375 3.3300 1.3427  O50 0.981
49 H -2.5342 3.8171 2.6525  O50 0.868
50 O -2.3151 3.2824 2.0045  H48 0.981, H49 0.868
51 H -3.8732 -0.9025 -3.2822  O53 0.931
52 H -3.0729 -2.1726 -2.6675  O53 0.956
53 O -3.8895 -1.6902 -2.7871  H51 0.931, H52 0.956

Values from the calculation:
Expectation value of S² = 0.758
Total charge = +1
Multiplicity = 2
LUMO (spin up / spin down) = -5.35 / -9.59 eV

=====

Density functional theory data (ωB97M-V with the def2-TZVPD basis set) for 18 unconnected molecules or ions with the total composition C4H34BO25.

Each atom is followed by the atoms it is bonded to, with distances in Å.
Geometry (Å):
1 O 3.8303 1.3451 -0.5247  C2 1.199
2 C 2.7786 0.7908 -0.6784  O1 1.199, O3 1.306, C6 1.538
3 O 1.6272 1.2147 -0.2315  C2 1.306, B4 1.469
4 B 0.5844 0.1984 -0.4214  O3 1.469, O5 1.481, O8 1.498, O12 1.470
5 O 1.2487 -0.8001 -1.2899  B4 1.481, C6 1.323
6 C 2.5068 -0.4652 -1.5236  C2 1.538, O5 1.323, O7 1.193
7 O 3.3410 -1.1248 -2.0651  C6 1.193
8 O -0.6309 0.7520 -1.0996  B4 1.498, C9 1.286
9 C -1.6541 0.5382 -0.3499  O8 1.286, O10 1.207, C11 1.551
10 O -2.8138 0.8171 -0.5368  C9 1.207
11 C -1.2013 -0.2307 0.9184  C9 1.551, O12 1.325, O13 1.191
12 O 0.1210 -0.3086 0.8783  B4 1.470, C11 1.325
13 O -1.9113 -0.4532 1.8489  C11 1.191
14 O -5.5284 -0.9602 -0.1003  H15 0.966, H16 0.961
15 H -4.7756 -0.4716 -0.4592  O14 0.966
16 H -5.1326 -1.7151 0.3442  O14 0.961
17 O 0.0568 -3.3239 -1.3266  H18 0.965, H19 0.976
18 H -0.7183 -3.3898 -0.7555  O17 0.965
19 H 0.4004 -2.4204 -1.1913  O17 0.976
20 O 0.3548 4.4421 -0.4789  H21 0.967, H22 0.965
21 H 0.2688 4.1281 -1.3892  O20 0.967
22 H 1.1002 3.9415 -0.1239  O20 0.965
23 O -3.0402 -2.4002 3.5545  H24 0.963, H25 0.967
24 H -3.5281 -1.8156 4.1441  O23 0.963
25 H -3.3957 -2.2107 2.6755  O23 0.967
26 O -1.4168 -0.0177 4.8783  H27 0.968, H28 0.963
27 H -1.4556 -0.4983 4.0386  O26 0.968
28 H -0.5070 0.2922 4.9397  O26 0.963
29 O -4.3135 0.9106 2.7568  H30 0.962, H31 0.966
30 H -4.7398 0.4317 3.4742  O29 0.962
31 H -3.5116 1.2789 3.1500  O29 0.966
32 O 4.9040 -1.1345 -4.7766  H33 0.964, H34 0.963
33 H 4.0291 -1.3954 -4.4662  O32 0.964
34 H 5.2701 -0.6180 -4.0511  O32 0.963
35 O -1.1506 2.9623 1.9124  H36 0.969, H37 0.961
36 H -0.4974 3.2953 1.2781  O35 0.969
37 H -0.9447 2.0256 1.9685  O35 0.961
38 O 2.9395 2.0710 3.0714  H39 0.963, H40 0.965
39 H 3.8842 1.9035 3.1572  O38 0.963
40 H 2.8383 2.4341 2.1829  O38 0.965
41 O 5.3782 -3.0583 -1.9837  H42 0.974, H43 0.962
42 H 4.5377 -2.5843 -2.1142  O41 0.974
43 H 5.5995 -2.9069 -1.0602  O41 0.962
44 O -3.0787 -1.4649 -2.9737  H45 0.966, H46 0.966
45 H -2.2847 -1.4427 -3.5234  O44 0.966
46 H -3.1192 -0.5880 -2.5713  O44 0.966
47 O -0.9883 3.0526 -3.2644  H48 0.963, H49 0.965
48 H -1.2868 2.1677 -3.5009  O47 0.963
49 H -1.6805 3.3934 -2.6845  O47 0.965
50 O -5.1161 2.4066 -1.5208  H51 0.962, H52 0.970
51 H -4.7457 2.5487 -2.3969  O50 0.962
52 H -4.3681 2.1002 -0.9851  O50 0.970
53 O -0.6129 -3.4284 2.6712  H54 0.977, H55 0.973
54 H -1.4715 -3.0071 2.8731  O53 0.977
55 H 0.0451 -2.8088 3.0320  O53 0.973
56 O 0.4402 -2.5693 -4.3622  H57 0.962, H58 0.967
57 H 0.1955 -3.4491 -4.6647  O56 0.962
58 H 0.4621 -2.6468 -3.3984  O56 0.967
59 O 1.7854 -2.0175 2.9214  H60 0.965, H61 0.963
60 H 2.3844 -2.3111 3.6180  O59 0.965
61 H 2.2556 -1.3075 2.4725  O59 0.963
62 O 5.2853 3.6361 0.0801  H63 0.962, H64 0.973
63 H 6.1965 3.5398 -0.2134  O62 0.962
64 H 4.9699 2.7260 0.2170  O62 0.973

Values from the calculation:
Total charge = -1
Multiplicity = 1
LUMO = 1.62 eV